{
  "formula": "C16H32Cl16F6Mg2N3O12S6",
  "method": "wB97M-V/def2-TZVPD",
  "elements": ["Mg", "Mg", "N", "S", "O", "O", "F", "S", "O", "O", "F", "N", "S", "O", "O", "F", "S", "O", "O", "F", "N", "S", "O", "O", "F", "S", "O", "O", "F", "Cl", "C", "C", "Cl", "H", "H", "H", "H", "Cl", "C", "C", "Cl", "H", "H", "H", "H", "Cl", "C", "C", "Cl", "H", "H", "H", "H", "Cl", "C", "C", "Cl", "H", "H", "H", "H", "Cl", "C", "C", "Cl", "H", "H", "H", "H", "Cl", "C", "C", "Cl", "H", "H", "H", "H", "Cl", "C", "C", "Cl", "H", "H", "H", "H", "Cl", "C", "C", "Cl", "H", "H", "H", "H"],
  "positions_angstrom": [[-6.08389, -3.34429, 4.63149], [-2.61060, -4.37979, -1.88018], [-4.00873, -6.51494, 4.45564], [-4.28872, -7.97322, 4.96731], [-3.95921, -8.06823, 6.39761], [-4.15935, -9.13287, 4.13643], [-5.85677, -7.70898, 4.94557], [-2.52622, -6.96313, 3.71816], [-2.52747, -6.69864, 2.27224], [-1.59517, -7.91504, 4.31846], [-1.91037, -5.52066, 4.07281], [-1.32838, -1.09656, -0.44945], [-0.01577, -0.33443, -0.60556], [1.02814, -0.68985, 0.36687], [-0.09401, 1.05394, -1.11716], [0.34306, -1.14965, -1.92627], [-1.86354, -0.16543, 0.90342], [-1.07481, 0.81446, 1.61527], [-2.73463, -0.92566, 1.77907], [-2.87658, 0.73300, 0.03924], [-6.24262, -5.31179, -2.01534], [-7.16814, -6.52129, -2.45937], [-7.81830, -6.24772, -3.72829], [-7.72359, -7.27333, -1.36595], [-5.95427, -7.41652, -2.97643], [-7.61541, -4.44290, -1.37678], [-7.43658, -4.38338, 0.08094], [-8.96925, -4.49604, -1.93238], [-7.14300, -3.00681, -1.88066], [6.38415, -0.64587, -9.99666], [5.73430, 0.84752, -9.19839], [4.45110, 0.72146, -8.43496], [3.16350, 0.62008, -9.67414], [5.80580, 1.64847, -9.93423], [6.47398, 1.14250, -8.45410], [4.30819, 1.62706, -7.84541], [4.41871, -0.14463, -7.77396], [-5.81317, 6.84675, 1.45988], [-6.28366, 8.16557, 2.57215], [-7.17571, 7.68453, 3.74327], [-8.69638, 6.81561, 3.19381], [-6.91509, 8.85166, 2.00764], [-5.40300, 8.62134, 3.02473], [-7.40886, 8.43424, 4.49937], [-6.62423, 6.88208, 4.23321], [-3.73944, 5.18910, -6.60964], [-3.02871, 4.83268, -4.96787], [-2.27064, 6.05366, -4.48971], [-1.07681, 6.56407, -5.69181], [-2.43251, 3.92580, -5.06895], [-3.82451, 4.60791, -4.25775], [-1.81794, 5.88827, -3.51205], [-2.95763, 6.87550, -4.28791], [4.18986, 5.92039, -0.23503], [4.37345, 6.58559, -1.87953], [5.87799, 6.61798, -2.29726], [6.28946, 5.19924, -3.22741], [4.05223, 7.62236, -1.97974], [3.78364, 6.03894, -2.61533], [6.50006, 6.66852, -1.40363], [6.04198, 7.46900, -2.95830], [9.13523, 1.75444, 4.11200], [9.32957, 1.65247, 2.39793], [8.23595, 0.85356, 1.72939], [8.42089, -0.86436, 2.09852], [10.29340, 1.18124, 2.20540], [9.38091, 2.67880, 2.03445], [8.20277, 1.01988, 0.65267], [7.24115, 1.17833, 2.03432], [2.05063, -8.02657, -7.55373], [0.92223, -9.23412, -6.81792], [-0.36819, -8.57365, -6.43001], [-0.15500, -7.35582, -5.14066], [1.33090, -9.64744, -5.89583], [0.69891, -10.04584, -7.51026], [-0.99890, -9.38540, -6.06758], [-0.89658, -8.11275, -7.26455], [2.44822, -1.88769, 7.16281], [3.82391, -2.96107, 6.79172], [4.21074, -3.88653, 7.91338], [2.93743, -5.12065, 8.08215], [4.67874, -2.33652, 6.53226], [3.65490, -3.47549, 5.84573], [4.42077, -3.22583, 8.75448], [5.15873, -4.37587, 7.68981], [-1.26726, 7.22908, 7.31119], [-0.17248, 6.20442, 6.26149], [1.07313, 5.85777, 7.03676], [1.99794, 7.35455, 7.41978], [0.03457, 6.68263, 5.30413], [-0.62716, 5.24689, 6.00755], [1.81794, 5.28864, 6.48048], [0.81975, 5.23563, 7.89515]],
  "forces_ev_per_angstrom": [[0.39, -0.58, -0.28], [-0.35, 0.30, 0.30], [3.17, -0.90, -1.44], [-4.56, -3.52, 4.59], [-0.12, 0.40, -2.70], [0.60, 1.39, 0.14], [-0.29, -0.27, 0.37], [4.81, 4.54, -3.05], [-1.24, -2.07, 1.94], [-2.92, 1.57, -0.87], [0.16, -0.41, 1.00], [-3.29, 0.68, 3.63], [7.17, 2.68, -2.69], [-2.11, 0.71, -1.87], [-0.22, -3.09, 1.55], [0.56, -0.22, -0.27], [-3.81, 1.05, 2.03], [0.02, -1.60, -1.69], [0.69, -0.49, -1.39], [0.47, -0.54, 0.43], [-2.78, 2.19, 0.76], [0.93, -4.31, -3.48], [0.07, -0.27, 2.12], [-0.05, 0.98, -1.06], [0.17, -0.21, 0.44], [-0.56, 3.50, 2.47], [-0.25, -0.28, -2.30], [3.10, -0.83, 1.04], [0.31, -0.44, 0.18], [-0.57, 0.49, 0.40], [1.76, 0.17, 0.69], [-0.16, 0.03, -1.04], [-0.55, -0.14, 0.36], [-0.70, -0.22, -0.07], [0.34, -0.30, 0.03], [-0.12, -0.02, -0.11], [0.00, 0.00, -0.25], [0.04, 0.24, 0.40], [-1.69, 0.02, 0.74], [0.64, -1.68, -0.49], [0.65, 0.84, 0.22], [0.60, 0.23, -0.21], [0.00, 0.06, -0.40], [-0.17, 0.18, -0.49], [-0.05, 0.10, 0.22], [-0.07, -0.42, 0.80], [-0.22, 0.15, -0.37], [-0.44, -0.02, 0.35], [0.35, 0.15, 0.30], [0.21, 0.31, -0.11], [-0.20, 0.13, -0.23], [0.43, -0.36, -0.23], [-0.06, 0.05, -0.50], [-0.24, 0.19, -0.42], [1.21, 0.58, -0.82], [-1.28, 0.32, 0.42], [0.43, -0.86, -0.34], [-0.33, -0.02, 0.81], [0.09, -0.32, 0.36], [0.04, 0.09, -0.24], [0.08, 0.02, 0.23], [-0.21, 0.00, 1.36], [0.46, 0.07, -1.16], [-0.57, 0.69, -0.20], [-0.11, -0.28, -0.11], [-0.05, 0.04, -0.05], [-0.19, -0.11, -0.21], [0.56, -0.30, -0.07], [0.10, -0.12, 0.46], [-0.29, -0.75, 0.24], [0.11, 0.67, 0.23], [-0.62, -0.49, -0.43], [-0.09, -0.01, 0.06], [0.52, 0.03, -0.29], [0.25, 0.19, -0.16], [-0.18, 0.24, 0.34], [0.26, 0.18, 0.09], [0.14, -0.24, -0.01], [0.87, 0.18, -1.11], [0.11, 0.65, -0.59], [0.26, 0.09, 0.59], [0.00, 0.34, 0.42], [-0.58, -0.22, 0.25], [-0.62, -0.62, 0.64], [-0.20, -0.17, -0.20], [0.41, -0.74, -0.90], [0.08, -0.36, 0.14], [0.67, 0.31, -0.23], [-0.17, -0.31, 0.41], [-0.04, 0.47, 0.37], [-0.59, 0.15, 0.25], [-0.47, -0.13, -0.44], [0.11, 0.61, 0.38]],
  "mulliken_charge": [1.439, 1.470, -0.119, 1.067, -0.463, -0.457, -0.268, 1.003, -0.523, -0.418, -0.260, -0.219, 1.032, -0.540, -0.498, -0.282, 1.070, -0.458, -0.665, -0.231, -0.228, 1.060, -0.488, -0.508, -0.276, 1.037, -0.579, -0.463, -0.238, -0.180, -0.510, -0.328, -0.194, 0.362, 0.284, 0.259, 0.307, -0.171, -0.376, -0.500, -0.195, 0.295, 0.306, 0.354, 0.285, -0.181, -0.417, -0.415, -0.173, 0.297, 0.285, 0.311, 0.293, -0.183, -0.390, -0.412, -0.184, 0.277, 0.320, 0.307, 0.263, -0.169, -0.437, -0.396, -0.182, 0.302, 0.290, 0.289, 0.302, -0.169, -0.429, -0.488, -0.186, 0.309, 0.317, 0.299, 0.350, -0.184, -0.511, -0.381, -0.171, 0.305, 0.345, 0.310, 0.287, -0.182, -0.383, -0.484, -0.174, 0.329, 0.274, 0.298, 0.323],
  "max_force_ev_per_a": 8.110,
  "total_charge": 1,
  "total_energy_ha": -12446.65025
}